Entry from OMol25: C37H44As2F4IrN3OS as an isolated structure at a distorted geometry (the ωB97M-V functional and the def2-TZVPD basis).

Computed properties:
Kohn-Sham gap (spin up / spin down)	0.227 / 0.182	hartree
total energy	-7049.09064	hartree

```
! RIJCOSX wB97M-V def2-TZVPD def2/J DEFGRID3
* xyz 1 2
Ir 0.03 0.66 0.00
C 3.35 -0.39 1.43
C 3.24 1.10 1.14
N 1.90 1.70 1.29
C 1.98 3.13 0.92
C 2.47 3.42 -0.49
C 1.38 1.61 2.66
C 0.66 0.32 2.99
N -0.31 -0.07 2.00
C -1.38 -0.80 2.44
C -1.86 -1.91 1.71
F -1.19 -2.28 0.63
C -2.95 -2.65 2.07
F -3.31 -3.68 1.31
C -3.67 -2.35 3.21
C -3.23 -1.28 3.97
F -3.90 -0.95 5.07
C -2.12 -0.53 3.61
F -1.83 0.54 4.37
H 4.26 -0.77 0.97
H 2.50 -0.92 0.99
H 3.41 -0.61 2.49
H 3.52 1.25 0.10
H 3.94 1.64 1.78
H 2.64 3.65 1.64
H 0.98 3.54 1.02
H 3.54 3.25 -0.61
H 2.26 4.46 -0.73
H 1.93 2.79 -1.20
H 0.66 2.42 2.79
H 2.18 1.74 3.39
H 0.23 0.44 3.98
H 1.38 -0.51 3.06
H -4.54 -2.92 3.51
S -2.08 -0.25 -1.26
C -1.55 -1.33 -2.52
C -2.48 -1.59 -3.53
C -2.18 -2.46 -4.56
C -0.95 -3.10 -4.59
C -0.03 -2.85 -3.59
C -0.31 -1.97 -2.55
As 1.05 -1.68 -1.20
C 2.64 -1.77 -2.33
C 3.29 -2.97 -2.56
C 4.35 -3.04 -3.45
C 4.77 -1.90 -4.12
C 4.13 -0.69 -3.89
C 3.07 -0.62 -2.99
C 1.14 -3.44 -0.36
C 2.21 -3.70 0.50
C 2.29 -4.90 1.18
C 1.30 -5.86 1.01
C 0.25 -5.61 0.15
C 0.15 -4.41 -0.52
H -3.44 -1.08 -3.50
H -2.91 -2.64 -5.35
H -0.71 -3.79 -5.39
H 0.94 -3.34 -3.62
H 2.97 -3.87 -2.05
H 4.86 -3.98 -3.62
H 5.59 -1.95 -4.82
H 4.45 0.20 -4.41
H 2.59 0.33 -2.81
H 2.98 -2.95 0.62
H 3.13 -5.08 1.84
H 1.36 -6.79 1.56
H -0.52 -6.37 0.00
H -0.70 -4.22 -1.17
C -1.09 4.54 2.84
C -1.53 4.56 1.39
As -1.73 2.80 0.49
C -2.46 3.37 -1.25
C -3.60 4.38 -1.24
C -3.28 2.02 1.44
C -4.32 2.98 2.01
H -1.28 5.52 3.29
H -0.02 4.35 2.94
H -1.63 3.79 3.42
H -0.85 5.16 0.78
H -2.53 5.01 1.32
H -2.78 2.45 -1.74
H -1.62 3.75 -1.82
H -4.50 3.97 -0.79
H -3.84 4.67 -2.26
H -3.33 5.29 -0.71
H -2.87 1.43 2.26
H -3.73 1.32 0.73
H -3.89 3.62 2.77
H -5.12 2.40 2.48
H -4.77 3.60 1.25
O 0.16 1.08 -4.21
C 0.31 1.22 -3.05
N 0.49 1.35 -1.88
*
```

Entry from OMol25: C15H13MnN3O3S3 as an isolated structure at a distorted geometry (the ωB97M-V functional and the def2-TZVPD basis).

Computed properties:
Kohn-Sham gap (spin up / spin down)	0.292 / 0.292	hartree
total energy	-3314.99059	hartree
energy relative to the best compared isomer or geometry (same formula, charge and spin)	14.81	kJ/mol

```
! RIJCOSX wB97M-V def2-TZVPD def2/J DEFGRID3
* xyz 0 6
Mn -0.12 -0.05 -0.19
O -3.91 0.67 3.64
C -4.18 1.56 2.67
C -5.37 2.29 2.77
C -5.73 3.19 1.79
C -4.90 3.40 0.70
C -3.70 2.72 0.61
C -3.32 1.79 1.58
C -2.06 1.08 1.38
O -1.31 1.36 0.38
N -1.72 0.14 2.26
N -0.63 -0.59 1.90
C -0.19 -1.43 2.77
S -0.91 -1.64 4.36
C 0.06 -3.15 4.73
C 1.45 -2.93 4.16
S 1.20 -2.44 2.42
H -3.07 0.21 3.42
H -5.99 2.11 3.63
H -6.66 3.73 1.87
H -5.18 4.10 -0.08
H -3.04 2.89 -0.22
H -0.43 -4.00 4.25
H 0.07 -3.29 5.81
H 2.04 -3.84 4.17
H 1.99 -2.13 4.67
O 1.58 -1.11 -0.59
N 1.42 -2.38 -0.90
C 2.46 -3.22 -0.77
C 2.35 -4.56 -1.07
C 1.13 -5.05 -1.55
C 0.08 -4.18 -1.70
C 0.20 -2.84 -1.33
S -1.18 -1.81 -1.37
H 3.37 -2.77 -0.42
H 3.19 -5.21 -0.92
H 1.02 -6.09 -1.80
H -0.88 -4.50 -2.07
*
```

Entry from OMol25: the molecule C5H6F2 at a distorted geometry (the ωB97M-V functional and the def2-TZVPD basis).

Computed properties:
Kohn-Sham gap (spin up / spin down)	0.316 / 0.295	hartree
total energy	-393.69190	hartree
energy relative to the best compared isomer or geometry (same formula, charge and spin)	288.46	kJ/mol

```
! RIJCOSX wB97M-V def2-TZVPD def2/J DEFGRID3
* xyz 0 1
C 0.46 -1.17 0.55
C 0.37 -0.55 1.75
C -0.18 -0.74 -0.65
C 1.66 -2.17 0.45
C -0.28 0.71 -0.97
F 1.59 -3.27 -0.31
F 2.84 -1.52 0.00
H 0.93 -0.92 2.65
H -0.36 0.24 1.83
H -0.32 -1.40 -1.48
H 0.49 0.94 -1.71
H -0.01 1.36 -0.04
H -1.22 0.94 -1.29
*
```

Entry from OMol25: a 2-piece molecular cluster, C22H24BrN6O7S3 overall at a distorted geometry (the ωB97M-V functional and the def2-TZVPD basis).

Computed properties:
Kohn-Sham gap	0.236	hartree
total energy	-5476.67583	hartree

```
! RIJCOSX wB97M-V def2-TZVPD def2/J DEFGRID3
* xyz -1 1
O 3.05 -0.81 -3.25
O 1.15 -1.72 3.74
O -2.30 1.47 5.59
O -0.23 -1.20 0.60
O 1.86 -0.46 -5.88
O 0.11 -2.13 -5.97
O -3.77 1.09 3.98
Br 8.33 -1.41 -0.05
N 5.57 -3.80 -2.07
N -2.29 3.06 -0.77
S -4.63 2.57 0.25
S 5.48 -1.23 -1.55
C 2.85 -1.99 -3.44
C 1.47 -0.59 3.42
C -2.70 1.56 4.41
C -1.01 -1.04 1.53
C 4.84 -2.72 -2.24
C -3.19 3.55 0.04
C 6.72 -3.47 -1.35
C -3.90 1.40 -0.81
C 6.85 -2.16 -1.00
C -2.67 1.81 -1.26
C -0.54 1.55 -2.54
C -2.18 -0.21 -2.68
C 0.30 0.85 -3.41
C -1.35 -0.91 -3.56
C -1.79 1.04 -2.16
C -0.11 -0.39 -3.93
N 3.71 -2.95 -2.97
N -2.10 -1.80 1.57
N 0.64 0.31 2.90
N 1.79 -2.43 -4.16
C 2.90 -0.12 3.62
C -3.00 4.87 0.71
C -3.21 -1.73 2.53
C -1.78 2.26 3.40
C -1.47 1.36 2.21
C -0.78 0.04 2.61
S 0.95 -1.31 -5.09
H 7.47 -4.22 -1.10
H -4.37 0.45 -1.07
H -0.20 2.50 -2.14
H -3.13 -0.66 -2.41
H 1.27 1.26 -3.67
H -1.67 -1.88 -3.95
H 3.49 -3.92 -3.15
H -2.15 -2.50 0.84
H 0.99 1.22 2.67
H 1.91 -3.31 -4.64
H 3.50 -0.96 3.96
H 3.29 0.25 2.68
H 2.91 0.67 4.37
H -3.20 5.68 0.00
H -1.97 4.96 1.06
H -3.68 4.97 1.56
H -3.76 -0.80 2.39
H -3.89 -2.57 2.38
H -2.83 -1.77 3.55
H -2.26 3.17 3.04
H -0.84 2.56 3.88
H -2.41 1.12 1.70
H -0.84 1.90 1.50
H -1.23 -0.32 3.53
*
```

Entry from OMol25: an isolated ion of composition CH6N3O and charge +1 at a distorted geometry (the ωB97M-V functional and the def2-TZVPD basis).

Computed properties:
structure (SMILES)	[H]/N=[N+](\C)NO
Kohn-Sham gap	0.384	hartree
total energy	-280.73721	hartree
energy relative to the best compared isomer or geometry (same formula, charge and spin)	515.00	kJ/mol

```
! RIJCOSX wB97M-V def2-TZVPD def2/J DEFGRID3
* xyz 1 1
C 0.04 -0.99 -1.17
N -1.24 -0.05 0.66
N 0.82 0.76 0.35
N -0.19 -0.06 0.03
O 0.36 1.73 1.54
H 0.91 -1.54 -0.87
H 0.16 -0.60 -2.27
H -0.92 -1.52 -1.06
H -1.91 -0.89 0.77
H 0.92 1.59 2.38
H 1.04 1.55 -0.37
*
```

Entry from OMol25: an isolated ion of composition C10H22N and charge +1 at a distorted geometry (the ωB97M-V functional and the def2-TZVPD basis).

Computed properties:
structure (SMILES)	C[N@@H+]1C(C)(C)[C@]1(C)C(C)(C)C
Kohn-Sham gap	0.426	hartree
total energy	-448.60557	hartree
energy relative to the best compared isomer or geometry (same formula, charge and spin)	148.65	kJ/mol

```
! RIJCOSX wB97M-V def2-TZVPD def2/J DEFGRID3
* xyz 1 1
C -1.49 -0.13 0.30
C -0.11 -0.47 -0.11
C -2.46 -1.21 0.57
C -1.72 1.09 1.15
C 0.05 -2.01 -0.79
C 1.59 1.44 0.75
C 2.02 -0.15 -1.13
C 1.95 -0.81 1.43
C -1.04 1.63 -1.60
C 1.35 0.05 0.28
N -1.01 0.21 -1.07
H -3.30 -0.67 1.03
H -2.35 -2.03 1.23
H -2.80 -1.71 -0.34
H -1.31 1.93 0.74
H -1.30 0.78 2.09
H -2.83 1.25 1.17
H -0.91 -2.48 -0.49
H 0.87 -2.57 -0.41
H 0.10 -1.84 -1.85
H 2.57 1.92 0.34
H 1.68 1.34 1.81
H 0.90 2.18 0.47
H 1.55 0.18 -2.03
H 2.97 0.41 -1.12
H 2.01 -1.27 -1.23
H 3.12 -0.83 1.28
H 1.78 -1.95 1.32
H 1.83 -0.38 2.42
H -0.26 2.35 -1.04
H -0.83 1.68 -2.67
H -2.10 2.11 -1.44
H -1.13 -0.37 -1.84
*
```

Entry from OMol25: the molecule C15H31FO3P2 at a distorted geometry (the ωB97M-V functional and the def2-TZVPD basis).

Computed properties:
structure (SMILES)	C#CCCC[PH2](CCCP(=O)(OCC)OCC)[C@H](F)CC
Kohn-Sham gap	0.308	hartree
total energy	-1598.34373	hartree

```
! RIJCOSX wB97M-V def2-TZVPD def2/J DEFGRID3
* xyz 0 1
C -0.09 -3.46 3.52
C -0.92 -2.79 2.98
C -1.96 -1.93 2.42
C -1.44 -1.04 1.26
C -1.97 0.43 1.33
P -0.65 1.73 1.51
C -1.35 2.88 0.11
C -0.41 2.97 -1.11
C -0.51 1.75 -2.05
P 0.95 0.66 -1.94
O 2.03 1.23 -1.12
O 0.37 -0.66 -1.22
C 1.29 -1.78 -1.16
C 0.46 -3.08 -1.29
O 1.55 0.32 -3.39
C 0.65 0.21 -4.51
C -0.43 -0.85 -4.29
C 0.19 0.81 2.98
F 0.49 1.80 3.95
C 1.53 0.17 2.59
C 2.70 1.18 2.61
H 0.45 -4.09 4.19
H -2.75 -2.59 2.06
H -2.37 -1.34 3.24
H -1.83 -1.47 0.34
H -0.36 -1.08 1.18
H -2.60 0.52 2.22
H -2.62 0.58 0.47
H -0.91 2.79 2.43
H 0.55 1.64 0.75
H -1.38 3.90 0.53
H -2.37 2.66 -0.20
H -0.76 3.84 -1.69
H 0.61 3.20 -0.81
H -0.58 2.12 -3.08
H -1.42 1.16 -1.90
H 1.76 -1.73 -0.18
H 2.03 -1.72 -1.95
H -0.57 -2.80 -1.49
H 0.48 -3.62 -0.35
H 0.86 -3.67 -2.11
H 1.27 -0.15 -5.34
H 0.25 1.17 -4.82
H -1.25 -0.49 -3.67
H -0.85 -1.10 -5.27
H 0.04 -1.73 -3.86
H -0.46 0.10 3.50
H 1.77 -0.61 3.31
H 1.50 -0.25 1.59
H 3.09 1.34 3.61
H 3.51 0.75 2.02
H 2.44 2.12 2.12
*
```

Entry from OMol25: C30H25F4IN3O7P as an isolated structure at a distorted geometry (the ωB97M-V functional and the def2-TZVPD basis).

Computed properties:
Kohn-Sham gap	0.285	hartree
total energy	-2886.72532	hartree

```
! RIJCOSX wB97M-V def2-TZVPD def2/J DEFGRID3
* xyz 0 1
O -1.60 4.19 -2.24
P -2.50 4.09 -0.91
C -1.82 2.86 0.38
I -1.30 4.16 2.06
C -0.31 2.40 -0.15
O 0.72 3.21 -0.54
O -0.19 0.93 -0.11
C -1.32 0.48 0.76
C -1.47 -1.14 0.55
F -0.41 -1.77 1.42
F -2.75 -1.73 1.00
C -1.19 -1.68 -0.97
F -2.22 -2.64 -1.46
F 0.11 -2.45 -0.96
C -2.66 1.45 0.67
C -3.36 1.23 2.14
C -4.46 2.36 2.57
C -5.19 3.45 1.60
C -6.26 4.55 2.26
C -6.66 4.62 3.85
C -5.96 3.47 4.83
C -4.89 2.38 4.19
C -3.65 0.88 -0.56
C -5.13 0.22 -0.20
C -6.02 -0.36 -1.49
C -5.32 -0.23 -2.96
N -4.00 0.38 -3.31
C -3.22 0.90 -2.14
H -3.80 3.60 -1.38
H -2.67 5.42 -0.36
H -0.79 0.53 1.83
H -1.08 -0.85 -1.79
H -2.49 1.28 2.96
H -3.87 0.18 2.29
H -4.97 3.47 0.45
H -6.78 5.38 1.56
H -7.40 5.44 4.30
H -6.24 3.50 5.98
H -4.44 1.60 4.96
H -5.58 0.12 0.87
H -7.06 -0.88 -1.39
H -5.95 -0.68 -3.87
H -2.15 1.37 -2.38
C 3.54 2.50 -0.59
C 4.84 2.97 -0.73
C 5.92 2.08 -0.73
C 5.67 0.71 -0.58
C 4.36 0.23 -0.43
C 3.29 1.13 -0.44
N 6.79 -0.24 -0.61
O 7.93 0.22 -0.72
O 6.53 -1.45 -0.51
H 2.70 3.20 -0.59
H 5.02 4.04 -0.84
H 6.93 2.47 -0.84
H 4.15 -0.83 -0.32
H 2.27 0.77 -0.32
C 4.14 -4.74 -1.14
C 5.44 -4.26 -1.29
C 6.52 -5.16 -1.28
C 6.27 -6.53 -1.14
C 4.96 -7.01 -0.99
C 3.89 -6.10 -0.99
N 7.39 -7.48 -1.16
O 8.53 -7.01 -1.28
O 7.13 -8.68 -1.07
H 3.30 -4.04 -1.15
H 5.62 -3.20 -1.40
H 7.53 -4.77 -1.39
H 4.75 -8.07 -0.88
H 2.87 -6.46 -0.88
*
```

Entry from OMol25: C22H31N3RuSi as an isolated structure at a distorted geometry (the ωB97M-V functional and the def2-TZVPD basis).

Computed properties:
Kohn-Sham gap (spin up / spin down)	0.288 / 0.263	hartree
total energy	-1404.93580	hartree
energy relative to the best compared isomer or geometry (same formula, charge and spin)	0.00	kJ/mol

```
! RIJCOSX wB97M-V def2-TZVPD def2/J DEFGRID3
* xyz 2 5
C -3.01 -0.32 -1.40
C -3.03 1.13 -1.99
H -3.88 -0.81 -1.86
H -3.23 -0.41 -0.34
H -2.21 -1.00 -1.79
H -2.06 1.55 -2.32
H -3.58 1.05 -2.94
H -3.56 1.83 -1.34
C -0.25 -2.65 -0.63
C 0.53 -3.78 -0.88
C 1.45 -3.75 -1.92
C 1.61 -2.57 -2.65
H -1.00 -2.62 0.16
H 0.38 -4.66 -0.26
H 2.05 -4.62 -2.16
H 2.32 -2.48 -3.47
N -0.11 -1.53 -1.35
C 0.85 -1.44 -2.31
C 1.13 -0.08 -2.80
N 0.46 0.94 -2.18
C 0.86 2.22 -2.39
C 2.55 1.51 -3.94
C 1.91 2.53 -3.25
H 0.30 2.97 -1.83
H 2.19 3.58 -3.36
C 2.15 0.20 -3.72
H 2.62 -0.64 -4.23
H 3.36 1.73 -4.63
Ru -1.07 0.56 -0.69
C -1.30 2.38 0.08
H -1.65 3.08 -0.70
H -0.39 2.77 0.56
H -2.09 2.30 0.85
C 2.81 -0.17 0.21
Si 1.67 0.06 1.67
C 2.00 -1.37 2.83
C 2.10 1.73 2.39
N -0.07 -0.03 1.31
C -1.00 -0.13 2.30
C -2.25 -0.76 2.03
C -3.35 -0.54 2.86
C -3.20 0.23 4.02
C -1.94 0.72 4.38
C -0.84 0.50 3.57
H 3.84 -0.19 0.61
H 2.75 0.65 -0.51
H 2.65 -1.11 -0.32
H 3.07 -1.40 3.06
H 1.44 -1.29 3.77
H 1.72 -2.31 2.34
H 1.60 2.54 1.84
H 1.85 1.83 3.46
H 3.19 1.87 2.29
H -2.32 -1.41 1.16
H -4.31 -0.97 2.58
H -4.07 0.42 4.65
H -1.82 1.29 5.30
H 0.15 0.87 3.86
*
```

Entry from OMol25: an isolated ion of composition C9H16NOS and charge +1 at a distorted geometry (the ωB97M-V functional and the def2-TZVPD basis).

Computed properties:
structure (SMILES)	CC1=C(C)[N@@H+]2[C@@H](O)[C@@H](C)[C@@H]2SC1
Kohn-Sham gap	0.370	hartree
total energy	-880.39477	hartree
energy relative to the best compared isomer or geometry (same formula, charge and spin)	76.41	kJ/mol

```
! RIJCOSX wB97M-V def2-TZVPD def2/J DEFGRID3
* xyz 1 1
C -1.08 -1.26 -1.00
C -1.01 -0.10 -0.31
C 0.02 -2.26 -1.22
C 2.35 0.44 0.85
C 1.41 1.38 0.03
C 1.40 -0.70 0.74
C -2.28 -1.68 -1.72
C -2.07 0.86 -0.20
C 2.48 0.98 2.30
N 0.15 0.24 0.42
O 1.10 2.55 0.50
S 1.67 -1.63 -0.80
H -0.30 -3.10 -0.64
H 0.03 -2.57 -2.32
H 3.33 0.40 0.52
H 1.76 1.31 -0.99
H 1.06 -1.31 1.54
H -2.33 -1.23 -2.70
H -3.16 -1.34 -1.22
H -2.46 -2.80 -1.78
H -2.92 0.75 -0.79
H -1.69 1.93 -0.46
H -2.42 0.95 0.79
H 1.66 0.64 2.88
H 2.35 2.02 2.39
H 3.46 0.84 2.76
H -0.02 0.66 1.33
H 0.87 3.22 -0.14
*
```